Computed, not measured: a molecular structure, C22H49IrN2O2P3 at a distorted geometry, with ωB97M-V/def2-TZVPD.

LUMO energy (spin up / spin down) ... -8.5 / -11.9 eV
Relative energy (zero: lowest compared OMol25 entry of this formula, charge and spin) ... 409.8 kJ/mol
Spin multiplicity ... 5
Highest occupied orbital energy (spin up / spin down) ... -0.557 / -0.556 hartree
DFT total energy ... -2254.8775 a.u.
Net charge ... +3

Cartesian coordinates (Å):
Ir: 1.62 0.79 -1.20
P: 2.57 -0.67 0.05
P: 1.14 2.75 -0.42
P: -0.79 -1.91 -0.90
H: 2.98 1.62 -3.26
C: 2.09 0.98 -3.12
C: 0.75 1.56 -3.03
H: 0.65 2.62 -3.34
C: 3.37 -1.68 -1.27
C: 3.77 0.42 0.88
C: 1.97 -1.75 1.37
C: -0.10 3.87 -1.03
C: 0.95 2.71 1.36
C: 2.74 3.45 -0.95
C: -2.50 -2.33 -1.48
C: -1.28 -1.62 0.84
C: 0.05 -3.52 -1.16
H: 2.10 0.00 -3.61
H: -0.10 1.00 -3.44
H: 4.46 -1.60 -1.19
H: 3.09 -1.25 -2.24
H: 3.05 -2.73 -1.26
H: 4.64 -0.18 1.19
H: 3.26 0.89 1.73
H: 4.10 1.17 0.15
H: 1.16 -2.42 1.05
H: 1.54 -1.14 2.19
H: 2.75 -2.39 1.82
H: -0.60 4.33 -0.17
H: -0.82 3.37 -1.69
H: 0.37 4.65 -1.64
H: 1.91 2.85 1.85
H: 0.52 1.75 1.69
H: 0.25 3.51 1.63
H: 2.57 4.18 -1.75
H: 3.41 2.66 -1.32
H: 3.17 3.93 -0.07
H: -2.99 -3.04 -0.81
H: -2.50 -2.73 -2.50
H: -3.06 -1.40 -1.50
H: -2.32 -1.26 0.78
H: -0.62 -0.83 1.26
H: -1.21 -2.54 1.42
H: -0.65 -4.32 -1.45
H: 0.61 -3.85 -0.27
H: 0.78 -3.43 -1.98
C: -1.78 -0.71 -4.53
C: -0.74 -1.57 -5.04
C: -1.02 -2.10 -6.31
C: -2.23 -1.79 -6.98
C: -3.15 -0.91 -6.45
C: -2.89 -0.33 -5.23
O: -1.99 -0.28 -3.21
H: -1.31 -0.63 -2.70
H: 0.21 -1.77 -4.52
H: -0.27 -2.75 -6.80
H: -2.40 -2.22 -7.96
H: -4.07 -0.64 -6.93
H: -3.57 0.32 -4.67
C: -2.67 1.03 2.97
N: -2.09 0.61 4.24
C: -2.92 -0.36 4.96
C: -0.72 0.43 4.24
O: -0.02 0.34 3.20
N: -0.15 0.30 5.49
C: -0.75 0.94 6.65
C: 1.30 0.19 5.54
H: -3.70 1.38 3.17
H: -2.72 0.22 2.22
H: -2.09 1.86 2.55
H: -2.50 -0.56 5.93
H: -3.91 0.08 5.06
H: -3.03 -1.30 4.40
H: -0.19 1.85 6.94
H: -1.79 1.21 6.41
H: -0.73 0.24 7.50
H: 1.65 -0.54 4.81
H: 1.78 1.16 5.32
H: 1.59 -0.12 6.55